Record 1
Computed, not measured: a cluster of 2 separate species, C6H7I in total, with ωB97M-V with the def2-TZVPD basis set.

Its HOMO energy is -9.150 eV. The relative energy (zero: lowest compared OMol25 entry of this formula, charge and spin) comes out at 249.0 kJ/mol. Its SMILES is C=C=C.CC#CI. The electronic energy comes out at -14432.13182 eV. Its orbital gap is 0.353 Ha. The LUMO energy comes out at 0.45 eV. As for the total charge: 0.

Element x y z (Å)
C (0.049570, -2.523991, -0.977193)
C (-0.630683, -1.361106, 1.229182)
C (-0.300873, -1.963861, 0.133856)
C (0.591716, 1.751902, -0.109106)
C (1.636132, 1.163418, -0.070735)
C (-0.631849, 2.518837, -0.170534)
I (3.291531, 0.006095, 0.020221)
H (0.917826, -2.201451, -1.526701)
H (-0.505817, -3.345154, -1.401253)
H (-1.281811, -0.500218, 1.225595)
H (-0.283911, -1.680878, 2.196425)
H (-1.440647, 1.885569, -0.535542)
H (-0.517272, 3.370293, -0.837695)
H (-0.893906, 2.880544, 0.823476)

Cartesian forces, eV/Å:
C 0.0 -0.3 -0.4
C -0.2 0.2 0.4
C 0.1 0.1 0.0
C 0.5 0.0 0.0
C 0.6 -0.6 0.1
C -0.3 0.0 0.1
I -0.6 0.4 0.0
H 0.2 0.2 0.0
H -0.2 -0.1 0.0
H -0.1 0.1 -0.1
H 0.2 -0.2 0.1
H -0.1 0.1 0.0
H -0.1 0.1 0.0
H -0.1 0.1 0.0

Record 2
Computed, not measured: a cluster of 2 separate species, C6H7IN3 in total at a distorted geometry, with ωB97M-V with the def2-TZVPD basis set.

Its HOMO energy (spin up / spin down) is -11.932 / -11.927 eV. The relative energy (zero: lowest compared OMol25 entry of this formula, charge and spin) comes out at 368.2 kJ/mol. The electronic energy comes out at -18894.76430 eV. Its orbital gap (spin up / spin down) is 0.262 / 0.247 Ha. The LUMO energy (spin up / spin down) comes out at -4.81 / -5.19 eV. As for the total charge: +1.

Element x y z (Å)
C (-0.436137, 0.784001, -1.452336)
C (-0.741332, -0.548495, -1.088956)
C (0.057839, 1.625415, -0.510646)
C (-0.489287, -0.978381, 0.263886)
C (0.290379, 1.173718, 0.772595)
C (0.143256, -0.373640, 2.499673)
N (1.228670, -2.073722, 0.205030)
N (1.869122, -1.911519, 1.102987)
N (-0.103189, -0.076473, 1.246190)
I (-0.521714, -2.204527, 3.392259)
H (-0.365504, 1.185695, -2.476476)
H (-1.150164, -1.279204, -1.756652)
H (0.214090, 2.594394, -0.784141)
H (-0.878338, -1.861864, 0.516866)
H (0.644393, 1.930012, 1.650691)
H (0.649959, 0.419022, 3.115146)
H (1.190849, -2.868692, -0.533777)

Cartesian forces, eV/Å:
C -0.5 -3.4 -2.0
C 0.7 2.5 0.8
C 0.5 -2.0 3.7
C 0.2 3.2 -2.6
C 0.2 3.6 1.7
C 0.7 -1.4 2.0
N -1.7 -1.3 -2.9
N 2.5 0.1 2.7
N 0.1 0.4 -2.2
I 0.4 1.5 -0.5
H -0.8 -0.7 0.4
H -0.1 -0.1 -0.3
H 0.8 2.5 -0.2
H -1.8 -2.9 1.6
H -0.8 -2.1 -2.4
H -0.7 -1.2 -0.6
H 0.3 1.2 0.8